The following is a DFT calculation (ωB97M-V/def2-TZVPD) of a gas-phase ion, C24H28NO3 (charge +1) in a non-equilibrium geometry.

Structure (ORCA input):
```
! RIJCOSX wB97M-V def2-TZVPD def2/J DEFGRID3
* xyz 1 1
O -5.338 2.681 0.447
O 6.634 0.949 -0.169
O -3.865 -3.901 -1.369
N -1.132 -2.185 0.362
C -3.431 1.785 -0.783
C -5.659 3.622 -0.567
C 3.054 0.748 0.598
C 6.652 3.315 -0.793
C -0.050 -3.007 0.378
C 2.772 -0.538 0.122
C 5.086 -0.737 -0.539
C -4.764 4.855 -0.521
C -0.968 -0.837 0.294
C -2.372 0.898 -0.782
C 5.366 0.550 -0.049
C 0.293 -0.290 0.212
C -4.271 1.878 0.328
C -2.131 0.067 0.306
C -0.238 -4.483 0.487
C 1.217 -2.476 0.316
C 3.828 -1.270 -0.446
C 7.037 2.252 0.230
C -2.467 -2.745 0.256
C -2.847 -2.959 -1.232
C 1.440 -1.094 0.213
C -4.009 1.059 1.436
C -2.962 0.168 1.426
C 4.321 1.282 0.528
H -5.091 5.569 -1.270
H -0.858 -4.874 -0.317
H 8.124 2.183 0.304
H -4.828 5.320 0.459
H -3.724 4.597 -0.711
H -2.514 -3.706 0.767
H 6.635 2.491 1.221
H 5.894 -1.291 -0.990
H 3.644 -2.249 -0.860
H -1.991 -3.367 -1.777
H -0.707 -4.745 1.435
H -5.631 3.148 -1.555
H 7.037 4.279 -0.475
H 7.082 3.068 -1.760
H -2.761 -0.428 2.304
H 5.573 3.385 -0.903
H -1.731 0.836 -1.650
H -4.710 -3.535 -1.086
H 0.373 0.782 0.136
H 0.727 -4.980 0.445
H -6.692 3.905 -0.349
H -3.590 2.398 -1.655
H -3.185 -2.070 0.721
H 2.278 1.326 1.077
H 2.058 -3.148 0.365
H -4.648 1.152 2.299
H -3.112 -1.994 -1.684
H 4.492 2.267 0.931
*
```

Computed properties:
relative energy (zero: lowest compared OMol25 entry of this formula, charge and spin)	0.000	eV
electronic energy	-1211.59963	Ha
highest occupied orbital energy	-11.07	eV
gap between HOMO and LUMO	0.2772	hartree
maximum force	1.11	eV Å⁻¹

Want to see where the charge sits? The Löwdin charges in e are: O -0.03; O -0.02; O -0.03; N 0.05; C 0.00; C -0.23; C -0.01; C -0.06; C -0.19; C -0.19; C 0.02; C -0.06; C -0.12; C -0.02; C -0.26; C 0.08; C -0.26; C -0.21; C 0.01; C 0.06; C -0.01; C -0.22; C -0.09; C -0.23; C -0.11; C 0.03; C -0.03; C 0.00; H 0.08; H 0.10; H 0.13; H 0.08; H 0.07; H 0.13; H 0.12; H 0.13; H 0.12; H 0.13; H 0.11; H 0.12; H 0.08; H 0.08; H 0.13; H 0.07; H 0.13; H 0.11; H 0.13; H 0.10; H 0.13; H 0.11; H 0.12; H 0.12; H 0.13; H 0.13; H 0.13; H 0.11


The following is a DFT calculation (ωB97M-V/def2-TZVPD) of a molecular structure, C24H29AsN4PPdSSe2.

Structure (ORCA input):
```
! RIJCOSX wB97M-V def2-TZVPD def2/J DEFGRID3
* xyz 3 5
Pd -7.616 -1.956 5.443
Se -6.285 -1.770 7.573
Se -5.296 -1.546 4.578
As 8.773 5.157 -8.266
S -8.563 -4.095 5.164
P -4.619 -2.631 6.382
N -10.052 -2.392 3.603
N -10.764 -4.373 3.550
N -9.273 -1.281 3.932
N -11.605 -3.666 2.739
C -9.809 -3.634 4.093
C -0.722 -2.573 7.357
C 8.989 4.540 -10.126
C -3.043 -2.106 6.975
C 12.737 4.518 -10.584
C 10.370 4.975 -10.484
C 10.599 6.244 -11.023
C -4.969 -5.032 5.040
C -4.579 -5.131 7.437
C -4.876 -7.149 6.172
C 12.954 5.784 -11.118
C -1.964 -2.997 6.917
C -5.029 -6.416 5.003
C 11.884 6.643 -11.342
C -2.878 -0.802 7.454
C -11.171 -2.452 2.774
C 11.453 4.116 -10.264
C -1.632 -0.397 7.894
C -4.737 -4.396 6.257
C -4.655 -6.511 7.388
C 8.943 7.077 -8.168
C -11.740 -1.283 2.066
C 10.159 4.426 -7.148
C -0.561 -1.282 7.847
H -4.389 -4.632 8.381
H 8.204 5.013 -10.712
H 11.280 3.122 -9.867
H -10.924 -5.360 3.689
H -9.858 -0.584 4.391
H -12.067 -0.517 2.771
H 8.724 7.382 -7.146
H -2.093 -4.001 6.537
H 10.156 3.341 -7.221
H -3.712 -0.111 7.485
H 13.958 6.096 -11.370
H 9.762 6.906 -11.217
H 0.119 -3.251 7.323
H -11.014 -0.843 1.380
H 0.412 -0.962 8.196
H -5.090 -4.457 4.131
H 8.848 3.461 -10.128
H -8.893 -0.869 3.083
H 9.959 4.725 -6.121
H 12.056 7.618 -11.778
H -4.928 -8.229 6.138
H -4.537 -7.091 8.293
H -12.602 -1.614 1.492
H 13.568 3.843 -10.431
H -1.493 0.605 8.274
H -5.193 -6.923 4.062
H 11.121 4.825 -7.468
H 9.964 7.356 -8.427
H 8.237 7.543 -8.851
*
```

Computed properties:
relative energy (zero: lowest compared OMol25 entry of this formula, charge and spin)	0.000	eV
electronic energy	-9056.12622	Ha
highest occupied orbital energy (spin up / spin down)	-13.94 / -14.17	eV
<S²>	6.03
gap between HOMO and LUMO (spin up / spin down)	0.2658 / 0.1489	hartree
maximum force	0.13	eV Å⁻¹

Want to see where the charge sits? The Löwdin charges in e are: Pd 0.18; Se 0.56; Se 0.51; As 1.35; S 0.69; P 0.30; N -0.08; N 0.07; N 0.07; N 0.17; C -0.69; C -0.04; C -0.28; C -0.42; C -0.05; C -0.34; C -0.05; C -0.11; C -0.08; C -0.03; C -0.04; C -0.06; C -0.05; C -0.05; C -0.09; C -0.29; C -0.05; C -0.04; C -0.44; C -0.03; C -0.26; C 0.02; C -0.26; C -0.02; H 0.12; H 0.09; H 0.12; H 0.18; H 0.13; H 0.10; H 0.04; H 0.11; H 0.04; H 0.09; H 0.12; H 0.12; H 0.12; H 0.10; H 0.13; H 0.08; H 0.09; H 0.13; H 0.04; H 0.12; H 0.12; H 0.12; H 0.11; H 0.12; H 0.12; H 0.12; H 0.05; H 0.04; H 0.04


The following is a DFT calculation (ωB97M-V/def2-TZVPD) of a molecular structure, C24H29BCl2F4N7O10SSr.

Structure (ORCA input):
```
! RIJCOSX wB97M-V def2-TZVPD def2/J DEFGRID3
* xyz -1 1
Sr 0.466 0.013 -0.164
Cl 0.424 -0.107 -3.753
Cl 1.555 -0.868 2.739
S 2.803 4.429 2.797
F -0.988 2.034 -0.205
F -0.996 4.247 0.392
F -2.053 3.574 -1.527
F -2.933 3.010 0.530
O 1.385 -2.291 2.743
O -1.601 -1.206 0.060
O 0.268 -0.221 2.478
O -0.430 0.106 -2.570
O 2.100 -0.414 3.974
O 1.745 -0.432 -3.269
O 2.008 6.047 -3.465
O 0.439 1.089 -4.530
O 2.423 -0.486 1.624
O -0.114 -1.210 -4.505
N 0.006 5.076 -3.068
N 1.051 -3.766 -2.631
N -3.783 -1.279 -0.491
N 1.118 -2.523 -0.787
N 0.329 3.488 2.747
N 1.987 2.078 -0.868
N -2.820 -2.914 0.897
C 3.148 2.402 -0.301
C 0.444 2.151 5.088
C 1.990 4.184 -1.997
C 3.805 3.594 -0.562
C -3.642 0.012 -1.159
C 0.452 -2.818 -1.871
C -2.697 -1.773 0.160
C 1.545 2.813 4.637
C -5.126 -1.737 -0.189
C 2.250 -3.333 -0.829
C 2.228 -4.108 -1.995
C 4.316 -4.336 -0.240
C -4.110 -3.488 1.226
C 1.520 3.543 3.415
C -0.780 2.844 3.181
C 3.240 -5.007 -2.312
C 1.343 5.187 -2.908
C 3.309 -3.443 0.070
C -5.110 -3.219 0.121
C 1.424 2.954 -1.708
C 3.217 4.496 -1.424
C -1.695 -3.350 1.710
C 4.285 -5.105 -1.413
C -0.765 2.172 4.360
B -1.774 3.236 -0.205
H 3.323 -2.846 0.971
H -2.705 0.051 -1.709
H 5.154 -4.445 0.437
H 4.737 3.813 -0.062
H -4.823 -3.774 -0.775
H -3.972 -4.562 1.368
H -6.103 -3.553 0.424
H 3.558 1.684 0.401
H -0.580 4.500 -2.481
H 0.779 -3.982 -3.574
H -1.640 1.637 4.694
H -1.786 -2.997 2.741
H 0.497 2.640 -2.171
H -4.476 -3.083 2.180
H -4.466 0.118 -1.863
H -0.474 -2.353 -2.173
H 2.478 2.793 5.179
H -5.754 -1.532 -1.057
H -0.435 5.770 -3.645
H -3.664 0.844 -0.452
H 0.503 1.585 6.009
H 3.216 -5.599 -3.218
H 0.272 3.972 1.854
H -0.765 -2.969 1.303
H -1.637 2.900 2.524
H -1.663 -4.441 1.710
H -5.548 -1.175 0.656
H 5.097 -5.790 -1.619
H 3.673 5.449 -1.655
*
```

Computed properties:
relative energy (zero: lowest compared OMol25 entry of this formula, charge and spin)	0.000	eV
electronic energy	-3841.39788	Ha
highest occupied orbital energy	-5.12	eV
gap between HOMO and LUMO	0.2630	hartree
maximum force	0.25	eV Å⁻¹

Want to see where the charge sits? The Löwdin charges in e are: Sr 1.53; Cl 0.66; Cl 0.65; S 0.55; F -0.01; F 0.11; F 0.13; F 0.13; O -0.33; O -0.13; O -0.43; O -0.49; O -0.30; O -0.35; O 0.04; O -0.31; O -0.44; O -0.34; N 0.20; N 0.15; N -0.07; N 0.05; N 0.07; N -0.01; N -0.08; C -0.13; C -0.07; C -0.10; C -0.07; C 0.00; C -0.20; C -0.45; C -0.11; C -0.16; C -0.21; C -0.19; C -0.09; C -0.17; C -0.81; C -0.07; C -0.03; C -0.49; C 0.00; C -0.16; C -0.08; C 0.01; C -0.02; C -0.10; C -0.08; B -1.26; H 0.09; H 0.07; H 0.10; H 0.10; H 0.12; H 0.12; H 0.11; H 0.11; H 0.07; H 0.16; H 0.10; H 0.10; H 0.10; H 0.13; H 0.09; H 0.12; H 0.10; H 0.12; H 0.11; H 0.09; H 0.11; H 0.10; H 0.11; H 0.06; H 0.12; H 0.09; H 0.13; H 0.09; H 0.12